No. 1
{"formula": "C39H35Co2NO6P", "method": "wB97M-V/def2-TZVPD", "species": ["C", "C", "C", "N", "C", "C", "O", "C", "C", "H", "H", "H", "H", "H", "H", "H", "H", "H", "H", "H", "H", "H", "O", "C", "Co", "C", "O", "C", "O", "C", "C", "C", "C", "C", "C", "C", "C", "C", "Co", "C", "O", "C", "O", "P", "C", "C", "C", "C", "C", "C", "C", "C", "C", "C", "C", "C", "C", "C", "C", "C", "C", "C", "H", "H", "H", "H", "H", "H", "H", "H", "H", "H", "H", "H", "H", "H", "H", "H", "H", "H", "H", "H", "H", "H"], "coordinates": [[-0.2088, 4.0252, 1.4953], [-0.1601, 2.6244, 2.0064], [-1.1878, 1.7208, 2.0351], [-1.2320, 0.5835, 2.8008], [-2.2146, -0.4165, 2.3636], [-2.4060, -1.5514, 3.3618], [-1.1431, -2.0272, 3.8233], [-0.4159, -1.0188, 4.5269], [-0.1120, 0.2083, 3.6494], [0.2036, 4.6712, 2.2865], [0.4062, 4.2602, 0.6085], [-1.2356, 4.3637, 1.2927], [0.7836, 2.3758, 2.5111], [-2.1341, 1.9352, 1.5142], [-3.1642, 0.1107, 2.2144], [-1.8964, -0.8548, 1.3944], [-3.0548, -1.2162, 4.1953], [-2.8462, -2.4116, 2.8399], [-0.9661, -0.7037, 5.4374], [0.5208, -1.5201, 4.8153], [0.7891, -0.0366, 3.0593], [0.1513, 1.0546, 4.2944], [-0.8700, 1.3779, -6.5897], [-0.0615, 1.8514, -5.9149], [1.2945, 2.3885, -4.9428], [0.7950, 1.7012, -3.4227], [0.4259, 1.0912, -2.5065], [2.3679, 1.1514, -5.5833], [2.9267, 0.2684, -6.0890], [1.8773, 3.9884, -5.4416], [0.7320, 4.0205, -4.6074], [-0.3864, 4.7317, -4.2835], [-1.3766, 4.2350, -3.3595], [-2.7471, 4.2338, -3.7159], [-3.6785, 3.6084, -2.8951], [-3.2919, 3.0082, -1.6889], [-1.9428, 3.0286, -1.3259], [-1.0041, 3.6752, -2.1217], [2.8451, 4.1653, -3.8342], [2.6090, 3.8986, -2.1596], [2.5212, 3.8310, -0.9968], [3.2975, 5.7907, -4.1751], [3.5903, 6.8970, -4.3932], [4.6380, 3.2010, -4.3083], [5.0267, 1.5557, -3.6043], [6.2787, 0.9429, -3.7755], [6.5145, -0.3291, -3.2422], [5.5363, -0.9813, -2.4888], [4.3202, -0.3385, -2.2603], [4.0666, 0.9173, -2.8184], [4.9388, 3.0208, -6.1077], [5.3361, 1.8270, -6.7184], [5.4475, 1.7502, -8.1086], [5.2281, 2.8724, -8.9059], [4.8798, 4.0784, -8.2966], [4.7413, 4.1572, -6.9055], [6.0974, 4.1737, -3.7571], [7.0722, 4.6725, -4.6308], [8.0667, 5.5327, -4.1518], [8.1285, 5.8601, -2.7965], [7.1972, 5.3073, -1.9126], [6.1946, 4.4550, -2.3851], [2.0253, 4.5021, -6.3850], [-0.6460, 5.5853, -4.9234], [-3.0239, 4.7005, -4.6677], [-4.7241, 3.5993, -3.1988], [-4.0364, 2.5441, -1.0372], [-1.6205, 2.5372, -0.4112], [0.0276, 3.8223, -1.7896], [7.0643, 1.4634, -4.3241], [7.4745, -0.8142, -3.4094], [5.7122, -1.9797, -2.0835], [3.5561, -0.8151, -1.6491], [3.1091, 1.4171, -2.6319], [5.5597, 0.9563, -6.1098], [5.7113, 0.8011, -8.5690], [5.3652, 2.8235, -9.9880], [4.7106, 4.9724, -8.8963], [4.4602, 5.1075, -6.4370], [7.0384, 4.4193, -5.6897], [8.7955, 5.9472, -4.8468], [8.9190, 6.5109, -2.4209], [7.2472, 5.5387, -0.8490], [5.4588, 4.0344, -1.6924]], "atomic_forces_ev_per_a": [[-0.1, 0.7, -0.2], [-0.5, -1.3, 0.3], [1.1, 2.0, 0.1], [-0.6, -0.9, 0.7], [0.7, -0.1, -0.3], [0.4, 0.1, -0.1], [-0.2, 0.4, 0.3], [-0.3, 0.0, -0.2], [0.1, -0.5, -0.4], [-0.2, 0.0, -0.1], [-0.2, -0.5, 0.2], [0.3, -0.1, 0.0], [-0.4, -0.1, -0.2], [0.4, 0.0, 0.3], [0.1, -0.2, -0.1], [-0.2, 0.1, 0.3], [0.3, -0.3, -0.1], [-0.2, 0.3, 0.3], [0.1, -0.2, -0.3], [-0.3, 0.4, 0.0], [-0.2, 0.2, -0.1], [-0.1, 0.0, -0.1], [0.8, 0.7, 1.0], [-1.2, -0.6, -1.7], [0.4, -4.3, 1.8], [-0.9, -2.4, 2.4], [0.8, 1.3, -1.4], [1.6, -2.0, -1.5], [-1.0, 1.4, 1.0], [-1.0, 3.7, -1.1], [-0.7, 3.9, -0.9], [0.6, 0.0, -0.7], [-0.6, -0.2, 0.2], [0.4, -0.2, 0.3], [-0.1, 0.3, 0.1], [0.2, 0.0, -0.2], [-0.2, 0.1, 0.0], [-0.2, 0.3, -0.2], [-0.1, -1.6, -1.0], [0.0, 1.0, 2.9], [0.0, -0.3, -1.3], [-0.6, 1.6, 0.5], [0.0, -1.3, 0.0], [0.8, -0.1, -0.2], [0.5, -0.3, 0.1], [-0.3, -0.4, 0.3], [0.1, 0.2, -0.1], [-0.2, 0.3, -0.1], [0.1, 0.0, -0.1], [-0.1, -0.1, 0.1], [0.6, -0.1, -0.1], [-0.1, 0.3, -0.3], [0.1, 0.1, 0.0], [0.1, 0.0, 0.2], [0.0, 0.1, 0.4], [-0.2, -0.1, -0.4], [0.5, -0.3, 0.0], [-0.1, 0.3, 0.4], [-0.1, -0.1, 0.1], [-0.1, -0.2, -0.1], [-0.1, -0.3, -0.2], [0.2, 0.4, -0.1], [-0.1, -0.3, -0.1], [0.2, -0.1, 0.4], [-0.1, -0.3, 0.4], [0.1, 0.0, 0.1], [0.2, 0.0, -0.3], [0.0, 0.2, -0.2], [-0.4, -0.4, -0.2], [-0.2, -0.2, 0.1], [-0.1, 0.1, 0.0], [0.0, 0.3, -0.1], [0.1, 0.1, -0.1], [0.5, -0.3, -0.1], [-0.2, 0.1, -0.2], [0.0, 0.1, 0.1], [-0.2, 0.0, 0.3], [0.1, -0.2, 0.1], [0.1, -0.4, -0.2], [0.0, 0.1, 0.3], [-0.1, -0.1, 0.1], [-0.2, -0.1, -0.1], [0.0, 0.0, -0.2], [0.2, 0.2, -0.2]], "mulliken_charge": [-1.2289, -0.1866, 0.0148, 0.0751, -0.5011, -0.6307, -0.3525, -0.6324, -0.5897, 0.4288, 0.0858, 0.3485, 0.2391, 0.3735, 0.3819, 0.2723, 0.3319, 0.3100, 0.3197, 0.3040, 0.3300, 0.3847, -0.4248, -0.1467, 0.4994, 0.1249, -0.4976, 0.9689, -0.4460, -0.9665, 1.8859, -1.8639, 0.4925, -0.7243, -0.3319, -0.5227, -0.5211, -0.2527, 0.6448, 0.0495, -0.5538, -0.1988, -0.5187, 1.5908, 0.0578, -0.4700, -0.6838, -0.6042, -0.8086, 0.0661, 0.3951, -0.7692, -0.5416, -0.6821, -0.7118, -0.6882, 0.5042, -0.1964, -0.6114, -0.5339, -0.6175, -0.5049, 0.4787, 0.3369, 0.3801, 0.3436, 0.3953, 0.6346, 0.2960, 0.4936, 0.3750, 0.3707, 0.4681, -0.2261, 0.4531, 0.3786, 0.3513, 0.4098, 0.3724, 0.2750, 0.3919, 0.3523, 0.3849, 0.3196], "max_force_ev_per_a": 4.7, "e_lumo_ev": 2.4099, "homo_ha": -0.110, "charge": -1, "e_tot_ha": -5120.14192}

=====

No. 2
{"formula": "C39H35CoF3N4OSe2Te", "method": "wB97M-V/def2-TZVPD", "species": ["Co", "Se", "Se", "C", "C", "C", "C", "C", "N", "C", "C", "C", "C", "C", "N", "H", "H", "H", "H", "H", "H", "H", "H", "F", "C", "F", "F", "C", "C", "C", "N", "C", "C", "H", "H", "H", "H", "C", "C", "C", "C", "C", "C", "Te", "N", "C", "O", "C", "C", "C", "C", "C", "C", "C", "C", "C", "C", "C", "C", "C", "C", "C", "C", "H", "H", "H", "H", "H", "H", "H", "H", "H", "H", "H", "H", "H", "H", "H", "H", "H", "H", "H", "H", "H", "H", "H"], "coordinates": [[0.8981, -1.8173, 0.3501], [-0.2359, -4.5998, -1.6340], [1.5308, -4.7554, -0.1546], [2.7111, -3.4823, -0.9889], [3.9949, -3.8164, -1.3622], [4.7610, -2.8405, -1.9905], [4.2034, -1.5967, -2.2453], [2.9119, -1.3463, -1.8220], [2.1846, -2.2744, -1.1778], [-1.4741, -3.5523, -0.6020], [-2.7895, -3.9843, -0.5707], [-3.7252, -3.2282, 0.1178], [-3.3167, -2.0641, 0.7492], [-1.9863, -1.7114, 0.6741], [-1.0716, -2.4358, 0.0079], [4.3769, -4.8121, -1.1822], [5.7750, -3.0635, -2.2999], [4.7617, -0.8221, -2.7533], [2.4310, -0.3924, -1.9951], [-3.0675, -4.9048, -1.0655], [-4.7557, -3.5551, 0.1715], [-4.0106, -1.4476, 1.3035], [-1.6234, -0.8126, 1.1567], [1.2013, -1.0883, 7.1899], [0.4016, -2.0348, 6.6928], [0.7580, -3.2080, 7.2134], [-0.8502, -1.7645, 7.0753], [0.4873, -2.0514, 5.1818], [0.6593, -3.2312, 4.4867], [0.7392, -3.1808, 3.1074], [0.6717, -2.0376, 2.4185], [0.4989, -0.8923, 3.1085], [0.3958, -0.8580, 4.4824], [0.7315, -4.1786, 5.0015], [0.8617, -4.0890, 2.5349], [0.4617, 0.0206, 2.5298], [0.2548, 0.0838, 4.9957], [-6.5567, 3.8738, 0.1845], [-5.1851, 3.4385, -0.2581], [-4.0632, 4.2038, 0.0380], [-2.7719, 3.7673, -0.2470], [-1.5952, 4.6620, 0.0591], [-2.6491, 2.5280, -0.8839], [-0.7133, 1.5912, -0.7284], [0.9930, 0.0338, 0.1871], [1.9028, 0.9943, 0.2087], [1.6565, 2.1287, -0.3120], [3.2325, 0.7806, 0.8711], [3.6605, -0.4561, 1.3546], [4.8865, -0.5791, 1.9858], [5.6979, 0.5369, 2.1395], [5.2827, 1.7706, 1.6586], [4.0549, 1.8952, 1.0240], [-0.1301, 1.1043, -2.6818], [-0.1445, -0.2449, -3.0217], [0.3362, -0.6420, -4.2594], [0.8406, 0.3149, -5.1302], [0.8500, 1.6567, -4.7739], [0.3583, 2.0898, -3.5437], [0.3403, 3.5568, -3.2011], [-3.7520, 1.7425, -1.2515], [-3.6293, 0.4483, -2.0159], [-5.0108, 2.2333, -0.9325], [-6.5763, 4.9302, 0.4466], [-6.8544, 3.3054, 1.0687], [-7.3049, 3.6906, -0.5877], [-4.1899, 5.1728, 0.5092], [-1.8689, 5.4341, 0.7752], [-1.2527, 5.1571, -0.8520], [-0.7434, 4.1168, 0.4728], [3.0441, -1.3378, 1.2403], [5.2106, -1.5410, 2.3643], [6.6563, 0.4425, 2.6340], [5.9153, 2.6414, 1.7769], [3.7151, 2.8494, 0.6460], [-0.5270, -0.9860, -2.3278], [0.3204, -1.6884, -4.5400], [1.2277, 0.0152, -6.0962], [1.2498, 2.3910, -5.4640], [1.0182, 4.1162, -3.8430], [0.6489, 3.7333, -2.1690], [-0.6635, 3.9672, -3.3375], [-2.7536, -0.1333, -1.7159], [-3.5282, 0.6472, -3.0859], [-4.5093, -0.1784, -1.8732], [-5.8828, 1.6515, -1.2175]], "atomic_forces_ev_per_a": [[0.2, -1.4, 0.3], [-0.1, -0.1, -0.1], [0.1, 0.2, 0.2], [-0.1, 0.0, -0.1], [0.1, -0.1, -0.1], [0.0, 0.0, 0.0], [0.0, -0.1, 0.0], [-0.1, -0.2, 0.0], [0.1, 0.9, -0.1], [0.1, 0.1, 0.0], [-0.2, 0.0, 0.0], [0.0, -0.1, -0.1], [-0.1, 0.0, 0.0], [0.0, -0.1, -0.1], [-0.1, 0.0, 0.1], [0.0, 0.0, 0.0], [0.0, 0.0, 0.0], [0.0, 0.0, 0.0], [0.0, 0.0, 0.1], [0.0, 0.0, 0.0], [0.0, 0.0, 0.0], [0.0, 0.0, 0.0], [0.1, 0.0, 0.1], [0.0, 0.0, 0.1], [0.0, 0.0, -0.1], [0.0, 0.0, 0.0], [-0.1, 0.0, 0.1], [0.1, 0.0, 0.0], [0.0, -0.1, 0.0], [0.0, 0.0, -0.2], [-0.2, 0.8, -0.1], [0.1, -0.1, 0.1], [0.0, 0.0, 0.0], [0.0, 0.0, 0.0], [0.0, 0.0, 0.0], [0.0, -0.1, -0.1], [0.0, 0.0, 0.0], [0.1, 0.0, -0.1], [-0.1, 0.1, 0.1], [0.2, 0.1, 0.0], [-0.3, 0.2, 0.2], [-0.2, -0.1, -0.1], [0.5, -1.6, -0.7], [0.9, 1.9, 0.9], [-0.1, 0.7, -0.5], [-0.1, -1.3, 0.4], [-0.2, 0.1, -0.5], [-0.1, 0.2, 0.1], [0.0, 0.2, -0.1], [0.0, -0.1, 0.0], [0.1, 0.1, 0.0], [0.0, 0.1, -0.1], [0.0, -0.1, 0.0], [-0.1, -0.2, 0.1], [0.0, 0.0, 0.0], [0.0, 0.0, 0.0], [0.0, 0.0, 0.0], [0.0, 0.0, 0.0], [-0.1, 0.1, 0.0], [-0.1, -0.2, 0.0], [-0.6, 0.5, 0.0], [0.0, 0.2, 0.0], [0.0, -0.4, -0.2], [0.0, 0.0, 0.0], [0.0, 0.0, 0.0], [0.0, 0.0, 0.0], [0.0, 0.0, 0.0], [0.0, 0.0, 0.0], [0.0, 0.0, 0.0], [0.1, 0.0, 0.0], [0.0, -0.1, 0.0], [0.0, 0.0, 0.0], [0.0, 0.0, 0.0], [0.0, 0.0, 0.0], [0.0, 0.0, 0.0], [0.1, 0.0, 0.0], [0.0, 0.0, 0.0], [0.0, 0.0, 0.0], [0.0, 0.0, 0.0], [0.0, 0.0, 0.0], [0.1, 0.0, 0.1], [0.0, 0.0, 0.0], [0.0, -0.1, 0.0], [0.0, 0.0, 0.0], [0.0, 0.0, 0.0], [0.0, 0.0, 0.1]], "mulliken_charge": [0.7866, 0.0584, 0.0502, 0.4197, -0.8594, -0.3742, -1.2096, -0.3422, 0.5777, 0.0823, -0.8255, -0.4108, -1.2791, -0.3716, 0.8039, 0.4892, 0.4652, 0.5329, 0.4941, 0.5069, 0.4671, 0.5337, 0.5963, -0.2408, 0.7212, -0.2606, -0.2303, 0.2397, -0.8458, -0.3261, 0.4347, -0.2367, -1.0690, 0.5286, 0.2731, 0.5145, 0.5009, -1.6023, 0.4779, -0.8048, 0.2468, -1.6780, 0.9452, 0.2977, 0.4134, 0.6231, -0.6904, 0.5577, 0.1909, -1.4121, -0.5354, -0.7116, -0.6795, 1.3909, -0.5595, -0.7693, -0.8297, -0.8543, 0.5478, -1.3565, 0.6429, -1.0811, -0.7257, 0.3743, 0.3284, 0.3899, 0.3984, 0.4397, 0.2607, 0.3342, 0.7949, 0.4894, 0.4363, 0.4489, 0.4919, 0.2141, 0.4929, 0.4401, 0.4831, 0.5272, 0.1700, 0.2947, -0.2911, 0.3748, 0.4344, 0.4336], "s2": 1.242, "max_force_ev_per_a": 2.3, "spin_multiplicity": 2, "e_lumo_ev": [-8.1760, -8.0430], "de_lowest_ev": 2.3407, "homo_ha": [-0.483, -0.472], "charge": 2, "e_tot_ha": -8554.08657}

=====

Q: What is the formula in the first record?
A: C39H35Co2NO6P